Entry 1:
{
  "formula": "C35H81N3O11",
  "method": "ωB97M-V/def2-TZVPD",
  "symbols": ["H", "H", "N", "C", "C", "H", "H", "C", "H", "N", "C", "H", "H", "H", "C", "C", "H", "H", "H", "O", "H", "H", "H", "O", "C", "C", "H", "H", "H", "H", "H", "H", "C", "C", "C", "C", "H", "H", "H", "C", "H", "H", "H", "H", "C", "O", "H", "H", "C", "H", "C", "C", "H", "H", "H", "H", "H", "H", "C", "H", "H", "H", "H", "H", "O", "H", "O", "H", "H", "H", "C", "O", "C", "H", "H", "C", "O", "N", "H", "O", "O", "H", "H", "C", "H", "H", "H", "H", "H", "H", "C", "O", "H", "H", "H", "H", "H", "H", "H", "C", "H", "C", "C", "O", "H", "C", "H", "C", "C", "C", "H", "H", "C", "H", "C", "H", "H", "H", "C", "H", "H", "C", "H", "H", "H", "C", "H", "H", "H", "H"],
  "xyz": [[-4.73132, -5.80135, -1.14888], [-0.10369, 5.00971, -2.63044], [-1.09296, 1.28293, -2.55349], [0.30491, -4.17976, -1.37533], [5.55769, -0.29607, -2.29196], [-4.22425, -3.83696, 4.04826], [-0.21968, 1.06773, -0.49823], [4.65311, 0.32276, -0.04253], [0.69398, 0.09566, 5.80982], [5.99168, 0.14272, 0.38441], [1.08316, 5.69648, 1.90510], [4.45374, -1.53900, -0.92404], [1.15283, 3.07315, -2.20858], [-6.29385, -5.49931, 1.27928], [4.30075, 1.82953, -0.41290], [1.05999, 2.23165, 5.57610], [5.32769, -0.93726, -3.19694], [-2.86503, 3.19390, -4.35041], [7.68887, 2.19357, 0.06985], [-1.71460, -1.15170, -0.19650], [-4.12138, 2.54413, -3.25396], [3.37550, -0.37643, -1.62739], [5.55057, 0.71261, -2.70105], [0.14945, 5.92696, 2.95787], [0.14560, 1.04912, 5.74990], [-4.17953, -5.23290, -0.37172], [-2.30182, 4.30033, -1.64388], [-1.72171, -0.41830, -2.00148], [1.12227, 6.55967, 1.22393], [7.05866, 2.17001, -1.50987], [-1.03954, 4.26233, -3.91483], [2.06923, 5.66040, 2.32708], [8.24224, -0.53849, 0.32728], [0.56760, 3.06108, -3.13683], [-5.34212, -3.02480, -0.96828], [-0.04969, 0.04578, 1.27171], [-4.69452, -2.06808, 4.29988], [1.29355, 4.40549, 0.16380], [-6.26983, -4.03481, 3.12608], [0.64354, 4.52825, 1.02723], [-3.25778, -4.85031, -0.78257], [-5.87377, -1.10323, 1.09964], [-3.03991, -2.49096, 0.44644], [4.50147, 2.36723, 0.47316], [3.74572, -0.11561, 1.09377], [-0.78892, -3.78690, -0.60751], [-4.51313, -2.30478, -1.11298], [2.20241, -3.37032, -2.05672], [-4.93355, -2.70151, 2.24417], [-1.06871, 0.66439, -5.16650], [-6.43840, -3.14031, 2.52387], [-0.46233, 1.52957, -4.95159], [0.45886, 2.61837, 1.47042], [7.10174, -1.65591, -1.60719], [0.72219, -0.68705, 0.96700], [0.74686, -0.35465, -3.46514], [-7.00057, -5.10861, -0.27675], [-2.12485, 0.36632, 1.24502], [-5.00225, -1.26776, 1.76649], [0.65622, -5.15323, -1.05021], [-0.92023, -4.45902, 0.11280], [-1.02641, -1.84154, -0.31997], [-6.22800, -2.36643, -0.96498], [-0.98056, 3.31727, -0.96917], [-3.04925, -3.21971, 1.11692], [-3.16967, 1.38534, -4.11304], [-1.54780, -0.04482, -2.89709], [-3.46664, 0.65571, -1.62624], [7.61128, -0.17572, -2.47619], [8.72636, 1.60656, -1.18299], [-6.45638, -4.65613, 0.54898], [0.75284, 3.40540, 1.92225], [-1.40781, -0.50283, 1.09982], [0.02303, -4.31865, -2.42719], [-1.54804, -1.27265, 1.85226], [6.92310, -0.59189, -1.78448], [1.84426, 2.22483, 4.43711], [-4.34088, -3.70005, 1.37111], [7.82300, -1.53901, 0.55309], [0.08955, 1.24163, 0.46165], [1.86511, -2.86049, -0.07824], [0.99070, -2.16808, -1.88834], [-7.53707, -2.73210, 0.69816], [-7.28643, -3.56952, 1.35815], [1.50956, 2.72563, 3.66385], [-1.08918, 2.32235, -5.26194], [2.00345, 0.94508, -3.77715], [2.69285, 0.15523, 0.83777], [2.42387, -2.08144, -0.12560], [3.85634, -1.20155, 1.33096], [-0.53248, 4.05833, -2.97557], [6.21455, 1.06220, 1.47079], [0.08566, 5.11613, 3.51410], [1.25213, 0.70260, -2.14833], [3.85667, 0.50526, 2.00472], [1.81750, 2.09802, 6.37417], [0.48951, 3.19168, 5.81466], [4.85549, 2.10766, -1.30372], [-5.14356, -0.55468, 2.60507], [4.41834, -0.49276, -1.29642], [1.36852, 3.27771, -3.86260], [-1.53127, 3.51087, -1.88474], [-3.09543, 2.39031, -3.60538], [-0.87793, 0.88667, 4.72585], [-8.21661, -4.04442, 1.62631], [-2.18950, 2.20842, -2.37626], [9.17457, -0.68898, -0.19129], [7.67165, 1.63257, -0.83644], [-3.08447, 1.65313, -1.35323], [-0.04627, 1.62472, -3.47400], [0.46809, 1.45959, -5.56851], [8.50374, -0.08111, 1.30633], [1.41926, -3.06901, -1.43193], [-0.34239, 4.68032, 0.74781], [-4.21618, -2.80399, 3.62074], [-2.58688, 1.54127, -0.42602], [-4.04320, -5.86429, 0.46256], [-3.16645, -2.65471, 3.52906], [1.09025, 0.65944, -3.23490], [6.15221, 0.52330, 2.26957], [3.26574, 1.86539, -0.71183], [7.22963, 0.22699, -0.48938], [-0.27688, 1.14496, 6.79875], [0.02740, 0.31456, 2.36599], [-4.13660, -0.91166, 1.22751], [-5.07245, -4.07706, 0.11918], [-6.85088, -2.34904, 3.11767], [-3.88841, 2.36553, -1.21090], [-0.97526, 1.74967, 4.27567], [-5.32122, -3.53446, -1.90820]],
  "forces_ev_per_angstrom": [[0.403, 0.260, 0.219], [-0.226, -0.072, -0.071], [0.539, -0.864, 1.006], [1.432, 0.714, -1.397], [-1.901, -0.696, -2.131], [-0.680, 0.708, -0.365], [0.445, 0.287, 1.697], [-1.423, 2.045, -1.115], [0.022, 0.358, -0.472], [1.983, 0.086, 0.753], [-0.864, 0.663, -0.928], [0.161, 0.045, -0.447], [-0.314, -0.623, 0.238], [0.078, 0.668, -0.638], [0.216, -2.173, -0.435], [0.122, 0.455, 1.426], [0.357, 0.540, 0.833], [0.042, -0.786, 0.722], [0.035, 0.564, 0.729], [0.987, 0.994, 0.722], [0.180, 0.351, -0.134], [0.490, 0.414, -0.422], [-0.132, 0.237, 0.078], [-0.124, -0.472, 0.233], [-0.933, -0.703, 0.633], [-1.641, 0.608, -1.738], [0.583, -0.892, -0.328], [0.214, -0.006, -0.537], [-0.437, 0.233, 0.513], [-0.651, 0.273, -0.965], [-0.174, 0.001, -0.052], [0.705, -0.757, 0.026], [0.399, -0.541, 1.115], [-0.092, -1.337, -0.174], [1.255, 1.209, -0.290], [0.559, 0.619, -0.503], [0.512, -0.547, -0.129], [0.125, -0.028, -0.170], [-0.481, 0.031, 0.409], [2.657, -0.449, 2.446], [0.349, -0.084, -0.044], [0.444, -0.165, 0.245], [-0.257, -0.534, 0.471], [0.192, 1.236, 0.541], [-1.277, 0.284, 0.382], [-0.565, -0.739, 1.294], [0.008, -0.269, 0.397], [1.350, -0.721, -0.961], [-2.008, -0.781, 1.291], [0.079, -0.662, 0.232], [1.679, -0.883, 0.272], [1.226, -0.391, -0.149], [-0.245, -0.783, -0.653], [-0.050, 0.107, -0.111], [-0.261, 0.223, 0.433], [0.420, 0.114, -0.202], [0.007, 0.349, -0.307], [0.562, -1.352, -0.233], [-0.609, 1.130, -0.412], [0.557, 0.031, 0.217], [-0.056, 1.335, -0.918], [-0.542, -0.073, 0.112], [0.119, -0.726, 0.569], [0.085, -0.130, 0.147], [1.020, -0.142, -0.978], [0.269, 1.072, 0.223], [-0.290, 0.443, 0.684], [-0.169, 0.565, -0.026], [0.903, -0.242, -0.961], [-0.641, 0.003, -0.114], [0.289, 0.352, 1.938], [0.059, 0.613, 0.268], [-1.665, -0.227, -0.323], [-0.321, 0.000, 0.051], [-0.367, 0.014, 0.311], [0.063, 0.426, 1.756], [0.235, 0.404, -1.581], [-0.868, 1.225, -0.235], [0.218, 0.505, -0.136], [-0.244, -0.635, -1.268], [-0.201, 0.244, -0.963], [-0.144, 0.093, 0.297], [-0.013, -0.048, 0.057], [1.119, -0.632, -1.871], [-0.148, -0.252, 0.533], [-0.237, 1.217, -0.430], [-0.311, -0.223, 0.142], [0.550, -0.633, -0.142], [0.276, 0.159, 0.367], [-0.097, 0.800, -0.096], [-0.472, 0.627, 1.052], [0.073, -0.171, 0.110], [0.249, 0.782, -0.829], [0.453, -0.164, -0.186], [0.418, -0.504, -0.365], [-0.566, 0.336, 0.117], [0.689, -0.888, -0.655], [0.334, 0.432, 0.293], [0.094, -0.555, -0.270], [0.462, -1.551, 1.149], [-0.711, 0.129, -0.317], [-0.297, 1.258, -1.234], [-0.566, -0.608, -1.241], [0.709, 0.897, 0.457], [-0.359, 0.042, 0.502], [0.033, 1.048, -1.120], [0.415, 0.023, -0.427], [1.478, -0.530, 0.714], [-1.182, -0.652, 0.774], [1.625, 1.022, -0.851], [-0.842, 0.266, 0.296], [-0.326, 0.013, -0.675], [-2.254, -0.872, 1.913], [-2.020, 0.300, -0.672], [-0.868, -0.450, 0.014], [0.619, -0.093, 1.085], [0.510, -0.764, 0.843], [0.841, 0.833, -0.172], [-0.029, -0.553, 0.653], [0.058, -0.022, -0.186], [-0.588, 0.144, 0.221], [-1.766, -1.066, 0.028], [-0.125, 0.076, -1.158], [0.303, -0.106, -1.170], [0.409, -0.014, -0.138], [-0.483, -0.737, 0.682], [-0.522, 0.285, 0.429], [-0.372, -0.147, 0.185], [-0.006, -0.600, 0.391], [-0.340, -0.496, -0.715]],
  "mulliken_charge": [0.439, 0.571, 1.645, -1.121, -0.701, 0.388, -0.295, 2.321, 0.299, 0.249, -0.898, 0.516, -0.254, 0.357, -1.682, -0.560, 0.297, 0.235, 0.414, -0.447, 0.477, -0.656, 0.415, -0.579, -0.357, -1.933, 0.474, 0.079, 0.385, 0.382, 0.379, 0.364, -1.941, -0.659, -1.298, 0.742, 0.391, 0.113, 0.422, 0.006, 0.249, 0.318, 0.137, 0.607, -1.601, -0.248, 0.018, 0.670, 1.858, 0.318, -1.395, -1.865, 0.472, 0.353, -0.172, 0.469, 0.418, 0.142, -0.948, 0.457, 0.233, 0.034, 0.263, -0.303, -0.182, 0.319, -0.669, 0.503, 0.480, 0.471, -1.404, -0.346, -0.963, 0.305, 0.292, -1.263, -0.388, 0.007, 0.417, -0.163, -0.658, -0.153, 0.277, -0.621, 0.326, 0.406, 0.489, -0.379, 0.086, 0.437, -1.031, -0.547, 0.332, -0.103, 0.718, 0.310, 0.301, 0.314, 0.474, -0.346, 0.642, -1.004, -1.846, -0.452, 0.455, 2.316, 0.441, -1.868, -2.421, 1.542, 0.370, 0.323, 0.142, 0.393, -1.831, -0.089, 0.530, 0.338, -1.737, 0.349, 0.104, 1.600, 0.278, 0.340, -0.346, 1.911, 0.417, 0.792, 0.285, 0.518],
  "spin_multiplicity": 1,
  "smiles": "CC1(C)CCCC(C)(C)N1O.CC1(C)CCCC(C)(C)N1O.CC1(C)CCCC(C)(C)N1O.OCCO.OCCO.OCCO.OCCO",
  "energy_ev": -64595.43270,
  "gap_ev": 9.11,
  "relative_energy_kj_mol": 4.6,
  "homo_ev": -8.517
}

---

Entry 2:
{
  "formula": "C5H11O2",
  "method": "ωB97M-V/def2-TZVPD",
  "symbols": ["H", "H", "C", "H", "O", "H", "C", "H", "H", "C", "H", "O", "C", "H", "H", "C", "H", "H"],
  "xyz": [[1.18380, 0.95362, 0.22176], [-2.03391, 1.28033, 1.36631], [1.69912, -0.27573, -1.44255], [1.90475, -1.20999, -0.91372], [1.27619, -0.62528, -2.76149], [-0.30263, -1.39308, -0.63730], [0.68285, 0.48290, -0.62180], [-1.67168, -1.18137, 1.34433], [-1.45937, 0.00707, -0.74790], [-0.81005, -0.49459, 1.23912], [2.67085, 0.22139, -1.54893], [-1.57249, 0.53148, 3.25765], [-0.56054, -0.38825, -0.27675], [0.26758, 1.31568, -1.21550], [0.00372, -1.03178, 1.72886], [-1.25046, 0.75607, 1.98405], [-0.37112, 1.47326, 1.86247], [0.34340, -0.42172, -2.83859]],
  "forces_ev_per_angstrom": [[-0.196, -0.253, 0.325], [-0.209, -0.269, -0.174], [0.404, -0.411, 0.113], [0.085, -0.165, 0.117], [0.015, 0.140, -0.160], [-0.556, 0.011, -0.187], [-0.873, 0.598, -1.025], [0.195, 0.012, 0.071], [-0.009, -0.137, -0.209], [-1.366, -1.221, -0.837], [-0.235, 0.262, 0.048], [-0.246, -0.035, 0.119], [1.326, 0.084, 1.090], [0.572, 0.103, 0.011], [0.305, 0.356, 0.172], [1.069, 0.844, 0.400], [-0.080, 0.085, 0.057], [-0.199, -0.004, 0.068]],
  "mulliken_charge": [0.416, 0.142, -0.515, 0.291, -0.545, 0.339, -0.684, 0.297, 0.280, -0.708, 0.307, -0.881, -0.345, 0.248, 0.266, -0.324, 0.091, 0.325],
  "spin_multiplicity": 1,
  "smiles": "[O-]CCCCCO",
  "energy_ev": -9457.37180,
  "gap_ev": 5.61,
  "relative_energy_kj_mol": 256.4,
  "total_charge": -1,
  "homo_ev": -2.168
}